The following is a DFT calculation (wB97M-V/def2-TZVPD) of a molecular structure, C50H37BrF4MnN5O2PS.

Geometry as XYZ:
```
102
Properties=species:S:1:pos:R:3:forces:R:3:lowdin_spin:R:1
Mn -1.067 -0.039 -0.257 0.52 -0.63 0.27 0.997
F -5.165 3.013 -6.078 0.02 0.00 0.00 0.000
C -4.183 2.682 -5.246 0.04 0.00 0.02 0.000
C -3.083 3.506 -5.105 -0.03 -0.08 0.04 0.000
F -2.996 4.627 -5.815 -0.01 0.01 0.01 0.000
C -2.075 3.150 -4.223 -0.07 0.03 -0.09 -0.001
F -1.041 3.992 -4.154 0.02 -0.02 -0.01 0.000
C -2.122 1.992 -3.457 -0.01 -0.07 0.04 -0.002
P -0.809 1.590 -2.194 -0.28 0.12 0.15 -0.003
C 0.579 1.206 -3.314 0.08 0.05 0.02 0.002
C 1.417 2.179 -3.857 -0.06 -0.01 -0.02 0.000
C 2.443 1.814 -4.714 0.00 0.01 0.00 0.000
C 2.635 0.480 -5.044 0.02 -0.02 -0.01 0.000
C 1.792 -0.489 -4.522 0.00 -0.02 -0.01 0.000
C 0.767 -0.132 -3.657 -0.02 0.05 0.02 0.000
C -0.514 3.267 -1.514 0.05 -0.02 0.06 -0.003
C 0.753 3.688 -1.115 -0.02 -0.04 0.01 -0.001
C 0.918 4.893 -0.447 0.03 0.00 0.00 0.000
C -0.177 5.691 -0.156 -0.02 0.02 -0.01 -0.002
C -1.443 5.281 -0.548 0.01 0.00 0.02 0.000
C -1.607 4.082 -1.222 0.01 0.03 -0.05 -0.002
C -3.224 1.152 -3.661 0.08 -0.01 0.00 0.000
Br -3.346 -0.549 -2.858 -0.06 0.09 0.00 0.007
C -4.243 1.500 -4.528 -0.06 0.05 -0.06 0.000
F -5.302 0.712 -4.711 0.03 -0.01 -0.01 0.000
H 1.270 3.223 -3.619 0.01 0.01 0.00 0.000
H 3.093 2.575 -5.126 0.00 0.00 0.00 0.000
H 3.444 0.196 -5.705 -0.01 0.00 -0.01 0.000
H 1.934 -1.531 -4.777 0.01 0.00 0.00 0.000
H 0.121 -0.886 -3.226 0.02 -0.01 0.01 0.000
H 1.612 3.058 -1.295 0.00 0.00 -0.01 0.000
H 1.911 5.199 -0.144 0.00 0.00 0.01 0.000
H -0.044 6.627 0.370 -0.01 0.00 0.01 0.000
H -2.309 5.891 -0.323 0.00 0.01 -0.02 0.000
H -2.604 3.787 -1.525 0.00 0.01 -0.01 0.000
C -3.865 1.699 0.060 -0.01 0.02 -0.07 -0.001
C -2.781 2.174 0.981 0.03 -0.04 0.09 -0.002
C -3.087 3.198 1.906 0.07 0.01 0.04 0.000
C -2.135 3.631 2.774 -0.05 0.01 -0.01 -0.002
C -0.826 3.109 2.697 0.03 0.03 0.03 0.000
C 0.211 3.551 3.548 0.04 -0.03 -0.06 -0.002
C 1.477 3.066 3.359 -0.07 0.09 0.08 0.000
C 1.755 2.168 2.319 0.09 -0.07 -0.09 -0.003
C 0.773 1.701 1.466 -0.06 0.06 0.07 -0.001
S 1.147 0.675 0.117 0.09 0.01 -0.18 0.001
C -0.566 2.141 1.703 0.00 0.02 -0.10 -0.002
N -1.573 1.639 0.911 -0.05 -0.10 -0.07 -0.006
H -4.825 2.125 0.349 0.00 0.01 0.00 0.000
H -3.942 0.616 0.052 -0.02 0.01 -0.03 0.000
H -3.656 2.004 -0.968 0.02 -0.01 0.00 0.000
H -4.084 3.616 1.907 -0.02 -0.01 0.04 0.000
H -2.352 4.399 3.508 -0.02 -0.01 0.01 0.000
H -0.014 4.272 4.323 0.02 0.01 0.00 0.000
H 2.284 3.393 4.002 0.00 0.01 0.00 0.000
H 2.774 1.838 2.158 -0.01 -0.01 0.00 0.000
C 6.313 -0.597 3.567 0.06 -0.02 0.00 0.000
O 5.728 -0.721 2.287 -0.03 0.02 0.01 0.000
C 5.236 -1.940 1.940 0.03 -0.01 -0.02 0.000
C 5.400 -3.096 2.695 -0.03 0.07 -0.04 0.000
C 4.836 -4.282 2.241 -0.07 0.06 0.01 0.000
C 4.087 -4.323 1.077 -0.16 -0.07 0.18 0.000
C 3.979 -3.168 0.295 0.10 -0.02 -0.05 0.000
C 4.551 -1.992 0.723 0.05 0.01 0.01 0.000
N 3.574 -5.620 0.740 0.40 -0.03 -0.43 0.002
N 2.540 -5.808 0.079 -0.40 -0.02 0.50 0.000
C 1.598 -4.769 -0.183 0.09 -0.15 -0.43 0.003
C 1.079 -4.739 -1.458 0.12 0.08 0.11 0.000
C 0.271 -3.691 -1.912 0.00 0.11 0.09 0.002
C -0.051 -2.634 -1.065 0.08 -0.11 -0.01 0.001
O -0.720 -1.593 -1.444 -0.13 0.18 -0.05 0.012
C 0.343 -2.754 0.315 0.02 -0.02 0.00 0.000
N -0.118 -1.787 1.143 -0.23 0.37 -0.09 -0.002
C 0.165 -1.848 2.418 -0.05 0.01 0.03 0.001
C 0.895 -2.910 2.982 0.04 -0.02 -0.08 0.000
C 1.370 -3.894 2.161 0.02 0.05 0.09 0.000
C 1.140 -3.820 0.770 -0.12 -0.06 0.10 0.000
H 6.552 0.455 3.693 -0.01 0.00 0.00 0.000
H 7.233 -1.184 3.645 -0.01 0.00 0.00 0.000
H 5.618 -0.911 4.351 0.00 0.01 0.00 0.000
H 5.968 -3.093 3.613 -0.02 0.02 0.01 0.000
H 4.960 -5.196 2.807 0.01 -0.02 -0.01 0.000
H 3.456 -3.182 -0.651 -0.03 -0.01 0.01 0.000
H 4.466 -1.089 0.133 -0.02 0.02 0.03 0.000
H 1.373 -5.530 -2.137 0.01 0.00 -0.01 0.000
H -0.084 -3.672 -2.935 0.00 0.03 -0.01 0.000
H -0.203 -1.038 3.040 0.01 0.01 0.00 0.000
H 1.071 -2.938 4.049 -0.02 0.00 0.01 0.000
H 1.910 -4.735 2.572 0.06 0.00 0.00 0.000
C -4.047 -4.356 3.311 -0.04 -0.02 0.02 0.000
C -3.644 -3.247 2.388 0.03 -0.02 -0.01 0.001
C -3.505 -1.937 2.828 -0.02 0.03 0.00 -0.001
C -3.059 -0.964 1.953 0.02 -0.09 -0.03 0.001
N -2.745 -1.211 0.679 -0.14 0.04 -0.07 0.001
C -2.938 -2.460 0.236 -0.12 0.07 -0.05 0.003
C -3.373 -3.490 1.045 -0.01 0.04 -0.02 0.000
H -4.304 -3.980 4.300 0.00 0.00 0.00 0.000
H -3.228 -5.069 3.421 0.00 0.00 0.00 0.000
H -4.903 -4.902 2.914 0.00 0.00 0.00 0.000
H -3.730 -1.670 3.852 0.03 -0.01 0.01 0.000
H -2.923 0.054 2.295 0.03 0.00 0.03 0.000
H -2.704 -2.630 -0.806 0.07 -0.04 0.02 0.000
H -3.482 -4.483 0.627 0.00 0.00 0.00 0.000
```
Positions in Å, forces in eV/Å.

## Properties
Multiplicity: 2
HOMO (spin up / spin down) (eV): -6.834 / -6.734
Relative energy (zero: lowest compared OMol25 entry of this formula, charge and spin) (kcal/mol): 15.3
Gap between HOMO and LUMO (spin up / spin down) (eV): 6.773 / 6.674
Expectation value of S²: 1.076
Molecular weight (g mol⁻¹): 1013.75